# 1
# C32H50BrN3SiW

A molecular structure, C32H50BrN3SiW (wB97M-V/def2-TZVPD, OMol25).

energy relative to the best compared isomer or geometry (same formula, charge and spin): 4.2 kcal/mol
net charge: +2
multiplicity: 3
⟨S²⟩: 2.020

```
88
Properties=species:S:1:pos:R:3:mulliken_charge:R:1
W -0.470 0.436 -0.265 0.845
C 0.812 2.298 0.100 -0.467
C 1.712 1.181 0.214 -0.055
C 1.293 0.463 1.399 0.860
C 0.137 1.139 1.909 -0.664
C -0.075 2.341 1.209 0.409
C -0.827 3.536 1.769 1.246
C -2.200 3.172 2.337 -1.405
C 0.072 3.989 2.945 -1.612
C -0.901 4.707 0.788 -1.599
C 2.013 -0.559 2.295 2.031
C 1.212 -0.812 3.581 -2.175
C 2.302 -1.921 1.666 -1.071
C 3.329 0.111 2.740 -1.802
C 2.976 1.171 -0.666 1.670
C 2.678 1.701 -2.075 -1.634
C 3.643 -0.191 -0.849 -1.778
C 3.964 2.165 -0.023 -1.576
H 0.917 3.083 -0.632 0.590
H -0.369 0.870 2.820 0.997
H -2.128 2.363 3.066 0.302
H -2.912 2.879 1.567 0.187
H -2.616 4.037 2.855 0.481
H 0.120 3.229 3.726 0.342
H -0.341 4.898 3.382 0.476
H 1.088 4.207 2.608 0.365
H -1.493 4.508 -0.104 0.210
H 0.095 5.025 0.474 0.355
H -1.365 5.558 1.286 0.447
H 0.206 -1.185 3.385 0.327
H 1.145 0.078 4.210 0.408
H 1.732 -1.576 4.161 0.439
H 1.458 -2.584 1.824 -0.258
H 3.160 -2.377 2.164 0.518
H 2.511 -1.880 0.604 -0.117
H 3.171 1.141 3.066 0.347
H 4.084 0.103 1.960 0.285
H 3.729 -0.448 3.587 0.557
H 2.001 1.045 -2.620 0.346
H 3.613 1.733 -2.633 0.548
H 2.280 2.716 -2.077 0.327
H 2.953 -0.920 -1.283 0.114
H 4.048 -0.597 0.073 0.263
H 4.477 -0.078 -1.542 0.596
H 3.517 3.157 0.069 0.286
H 4.843 2.256 -0.663 0.466
H 4.301 1.853 0.962 0.247
C -0.479 1.980 -3.810 -1.419
C -0.183 0.530 -3.600 0.543
C 0.199 -0.284 -4.642 -0.760
C 0.524 -1.618 -4.395 -0.935
C 0.480 -2.134 -3.119 -0.933
C 0.063 -1.285 -2.094 0.550
N -0.282 0.000 -2.356 -0.315
N -0.052 -1.531 -0.739 0.592
Si -0.217 -3.264 -0.243 0.966
C 1.357 -4.242 -0.460 -1.542
C -1.518 -3.972 -1.405 -1.384
C -0.856 -3.334 1.521 -1.677
H -1.552 2.155 -3.902 0.302
H -0.008 2.328 -4.727 0.498
H -0.099 2.581 -2.983 0.112
H 0.262 0.125 -5.640 0.557
H 0.837 -2.251 -5.216 0.499
H 0.769 -3.154 -2.917 0.405
H 2.023 -3.820 -1.216 0.362
H 1.085 -5.247 -0.793 0.527
H 1.933 -4.346 0.457 0.425
H -1.065 -4.565 -2.201 0.434
H -2.142 -3.213 -1.883 0.337
H -2.179 -4.646 -0.853 0.443
H -0.188 -3.908 2.163 0.465
H -1.827 -3.833 1.560 0.603
H -0.971 -2.347 1.975 0.430
C -5.151 -2.979 0.275 -1.448
C -4.574 -1.643 -0.089 0.207
C -5.357 -0.601 -0.577 -0.444
C -4.783 0.617 -0.915 -0.969
C -3.427 0.714 -0.743 0.474
Br -2.421 2.278 -1.082 0.161
N -2.634 -0.249 -0.291 0.235
C -3.210 -1.414 0.038 -0.553
H -6.197 -2.888 0.563 0.480
H -4.608 -3.432 1.103 0.360
H -5.096 -3.659 -0.577 0.283
H -6.426 -0.735 -0.689 0.501
H -5.365 1.448 -1.289 0.551
H -2.558 -2.179 0.422 0.396
```

---

# 2
# C34H35BCoF4N6O3PS

A molecular structure, C34H35BCoF4N6O3PS in a non-equilibrium geometry (wB97M-V/def2-TZVPD, OMol25).

energy relative to the best compared isomer or geometry (same formula, charge and spin): 0.0 kcal/mol
net charge: -1
multiplicity: 4
⟨S²⟩: 3.759

```
86
Properties=species:S:1:pos:R:3:mulliken_charge:R:1
Co 0.025 0.225 0.134 2.071
O 0.600 -0.892 4.401 -0.881
S 0.954 -0.986 3.006 1.625
O 1.112 -2.315 2.460 -0.727
O 0.073 -0.136 2.170 -1.010
C 2.633 -0.325 2.893 0.474
C 3.319 -0.215 4.098 -0.583
C 4.668 0.098 4.107 -0.745
C 5.344 0.288 2.909 -0.842
C 4.658 0.201 1.709 -0.398
C 3.295 -0.085 1.679 -0.390
P 2.405 -0.122 0.068 1.889
C 3.212 -1.584 -0.708 0.839
C 2.642 -2.830 -0.448 -0.484
C 3.221 -3.984 -0.959 -0.826
C 4.375 -3.909 -1.724 -0.598
C 4.959 -2.672 -1.973 -0.722
C 4.381 -1.516 -1.469 -0.422
C 3.125 1.292 -0.855 0.887
C 3.542 2.459 -0.217 -0.695
C 3.961 3.559 -0.955 -0.912
C 3.950 3.524 -2.341 -0.626
C 3.514 2.379 -2.990 -1.011
C 3.106 1.276 -2.253 -0.725
H 2.769 -0.391 5.013 0.580
H 5.199 0.184 5.049 0.397
H 6.405 0.509 2.909 0.410
H 5.186 0.369 0.777 0.421
H 1.752 -2.900 0.158 0.175
H 2.747 -4.939 -0.768 0.456
H 4.823 -4.810 -2.128 0.376
H 5.866 -2.606 -2.564 0.412
H 4.855 -0.562 -1.666 0.350
H 3.540 2.517 0.863 0.263
H 4.281 4.456 -0.436 0.399
H 4.260 4.391 -2.913 0.381
H 3.494 2.339 -4.073 0.419
H 2.798 0.375 -2.774 0.716
C 0.124 -0.815 -4.586 -1.195
N -1.169 -0.780 -3.938 0.189
C -2.268 -0.327 -4.782 -1.129
C -1.181 -0.497 -2.590 -0.550
N -0.229 0.051 -1.948 1.158
N -2.371 -0.890 -1.980 0.229
C -2.710 -0.773 -0.638 0.089
N -3.807 -1.532 -0.302 -0.669
N -2.099 0.027 0.145 -0.280
H 0.027 -1.372 -5.517 0.385
H 0.833 -1.343 -3.948 0.281
H 0.508 0.189 -4.822 0.350
H -2.418 -1.030 -5.603 0.342
H -2.060 0.663 -5.204 0.336
H -3.188 -0.254 -4.208 0.365
H 0.515 0.384 -2.547 -0.558
H -2.780 -1.687 -2.439 0.475
H -3.811 -2.446 -0.730 0.299
H -3.905 -1.624 0.696 0.281
H -2.440 -0.025 1.099 0.199
C 0.930 4.884 3.317 -0.733
C 1.529 3.638 3.178 -0.714
C 1.230 2.818 2.102 -0.269
C 0.308 3.188 1.110 -0.514
C -0.302 4.454 1.279 -0.597
C 0.008 5.276 2.352 -0.576
N -0.011 2.346 0.047 0.345
C -0.415 3.010 -1.127 -1.077
C 0.442 3.939 -1.745 0.408
C 0.120 4.547 -2.948 -0.744
C -1.085 4.265 -3.586 -0.789
C -1.961 3.378 -2.975 -0.362
C -1.639 2.769 -1.766 0.006
H 1.163 5.526 4.159 0.370
H 2.243 3.294 3.921 0.435
H 1.702 1.854 2.027 0.639
H -1.039 4.778 0.554 0.427
H -0.488 6.237 2.442 0.371
H 1.387 4.157 -1.262 0.674
H 0.817 5.249 -3.395 0.378
H -1.338 4.736 -4.529 0.376
H -2.922 3.166 -3.437 0.468
H -2.344 2.106 -1.286 0.201
F -0.392 -2.245 -0.296 -0.241
B -0.745 -3.421 -1.051 0.084
F -2.163 -3.573 -1.002 -0.363
F -0.355 -3.204 -2.404 -0.414
F -0.104 -4.542 -0.517 -0.328
```

---

# 3
# C15H24F5N4OPd

A molecular structure, C15H24F5N4OPd in a non-equilibrium geometry (wB97M-V/def2-TZVPD, OMol25).

net charge: +3
E_tot: -1506.22454 Ha
multiplicity: 5
⟨S²⟩: 6.051

```
50
Properties=species:S:1:pos:R:3:mulliken_charge:R:1
Pd 0.357 -0.045 0.102 -0.025
N -0.169 -0.207 2.284 -0.414
C -1.432 -0.875 2.614 -0.633
C -1.344 -2.398 2.694 -0.709
C -1.796 -3.154 1.438 -0.737
C -0.846 -3.108 0.249 -0.539
N -0.966 -1.914 -0.590 -0.342
H 0.608 -0.625 2.810 0.256
H -0.227 0.781 2.548 0.302
H -2.199 -0.559 1.893 0.357
H -1.767 -0.505 3.595 0.474
H -2.004 -2.725 3.499 0.313
H -0.338 -2.708 2.982 0.425
H -2.790 -2.811 1.144 0.345
H -1.904 -4.201 1.727 0.350
H -1.063 -3.992 -0.375 0.457
H 0.200 -3.222 0.569 0.251
H -1.952 -1.664 -0.717 0.273
H -0.562 -2.102 -1.514 0.272
C 1.393 4.849 -1.524 -1.070
N 0.882 3.765 -0.731 0.277
C 1.874 3.105 0.076 -1.249
C -0.356 3.200 -0.802 0.665
O -0.565 2.066 -0.315 -0.631
N -1.406 3.869 -1.374 0.230
C -1.483 5.267 -1.662 -1.072
C -2.615 3.142 -1.609 -0.935
H 2.433 4.644 -1.782 0.420
H 1.407 5.786 -0.953 0.386
H 0.838 5.004 -2.444 0.392
H 2.550 3.855 0.487 0.517
H 2.475 2.413 -0.532 0.451
H 1.412 2.556 0.904 0.280
H -0.855 5.871 -1.012 0.451
H -2.520 5.596 -1.564 0.397
H -1.213 5.472 -2.706 0.424
H -2.447 2.068 -1.534 0.290
H -2.993 3.404 -2.602 0.429
H -3.394 3.435 -0.893 0.409
F 2.920 0.125 1.328 -0.256
C 3.278 -0.220 0.061 1.134
C 2.201 -0.324 -0.815 -1.014
C 2.456 -0.636 -2.145 1.298
F 1.386 -0.698 -2.953 -0.263
C 3.755 -0.855 -2.606 0.243
F 3.992 -1.135 -3.864 -0.190
C 4.826 -0.766 -1.689 0.573
F 6.047 -0.967 -2.099 -0.142
C 4.592 -0.439 -0.333 0.071
F 5.591 -0.338 0.509 -0.194
```

---

# 4
# C4H4O2

C4H4O2 in the gas phase in a non-equilibrium geometry (wB97M-V/def2-TZVPD, OMol25).

energy relative to the best compared isomer or geometry (same formula, charge and spin): 7.5 kcal/mol
SMILES string: Oc1ccco1

```
10
Properties=species:S:1:pos:R:3:mulliken_charge:R:1
O 0.348 -0.522 -2.154 -0.489
C 0.088 -0.182 -0.909 0.513
C -0.900 0.545 -0.296 -0.537
C -0.586 0.530 1.085 -0.254
C 0.572 -0.206 1.208 -0.492
O 0.989 -0.645 -0.011 -0.331
H 1.166 -1.043 -2.073 0.367
H -1.736 1.021 -0.786 0.425
H -1.133 0.997 1.891 0.376
H 1.192 -0.494 2.045 0.421
```

---

# 5
# C16H48O8S8

8 unconnected molecules or ions with the total composition C16H48O8S8 in a non-equilibrium geometry (wB97M-V/def2-TZVPD, OMol25).

energy relative to the best compared isomer or geometry (same formula, charge and spin): 84.5 kcal/mol

```
80
Properties=species:S:1:pos:R:3:mulliken_charge:R:1
C 19.857 -14.058 -8.943 -1.021
S 19.347 -12.235 -8.753 0.734
O 19.068 -12.281 -7.259 -0.763
C 21.016 -11.519 -8.945 -0.774
H 20.484 -14.516 -8.178 0.392
H 20.403 -14.122 -9.884 0.359
H 18.905 -14.588 -8.908 0.241
H 21.382 -11.251 -7.954 0.393
H 20.972 -10.703 -9.666 0.083
H 21.709 -12.330 -9.170 0.329
C 16.306 -9.441 -11.934 -0.409
S 17.798 -10.519 -12.388 0.419
O 18.758 -9.955 -11.341 -0.493
C 17.070 -12.165 -11.877 -1.015
H 15.680 -9.520 -12.822 0.355
H 16.623 -8.424 -11.700 0.089
H 15.612 -9.920 -11.243 -0.004
H 17.793 -12.882 -11.489 0.423
H 16.320 -12.561 -12.561 0.364
H 16.485 -12.066 -10.963 0.278
C 21.638 -7.594 -12.185 -0.705
S 22.936 -8.319 -11.050 0.544
O 23.306 -9.614 -11.758 -0.639
C 24.193 -7.066 -11.494 -0.948
H 21.007 -6.824 -11.742 0.204
H 20.979 -8.441 -12.376 0.162
H 21.970 -7.209 -13.150 0.406
H 24.214 -6.981 -12.581 0.268
H 25.185 -7.325 -11.126 0.349
H 24.046 -6.114 -10.983 0.339
C 16.537 -5.337 -15.206 -1.003
S 15.073 -6.109 -14.347 0.483
O 15.521 -6.210 -12.894 -0.531
C 13.984 -4.627 -14.320 -0.909
H 16.796 -4.420 -14.679 0.308
H 16.277 -5.231 -16.260 0.412
H 17.362 -6.045 -15.128 0.328
H 14.159 -4.079 -13.394 0.285
H 12.934 -4.912 -14.245 0.313
H 14.310 -4.060 -15.191 0.341
C 14.103 -15.617 -15.039 -0.634
S 15.803 -16.445 -15.115 0.494
O 15.902 -16.378 -16.599 -0.644
C 16.842 -14.973 -14.723 -0.522
H 13.990 -15.375 -13.983 0.071
H 13.599 -16.544 -15.313 0.305
H 13.951 -14.799 -15.742 0.306
H 16.445 -14.522 -13.814 -0.130
H 16.952 -14.272 -15.550 0.394
H 17.887 -15.280 -14.771 0.378
C 17.983 -5.594 -10.672 -0.957
S 19.090 -5.939 -9.216 0.504
O 20.506 -6.122 -9.699 -0.570
C 19.017 -4.265 -8.419 -1.025
H 17.904 -6.365 -11.439 0.158
H 18.406 -4.701 -11.132 0.425
H 16.972 -5.420 -10.304 0.448
H 19.826 -4.403 -7.701 0.336
H 18.070 -4.022 -7.937 0.365
H 19.332 -3.414 -9.024 0.312
C 12.587 -11.146 -9.924 -0.949
S 11.405 -11.471 -8.595 0.466
O 11.476 -12.938 -8.188 -0.587
C 9.902 -11.319 -9.784 -0.895
H 12.304 -10.343 -10.605 0.448
H 12.871 -11.946 -10.608 0.281
H 13.554 -10.862 -9.509 0.317
H 8.948 -11.193 -9.271 0.330
H 9.878 -12.328 -10.195 0.291
H 10.015 -10.590 -10.585 0.295
C 15.247 -17.292 -9.568 -1.107
S 15.207 -16.087 -11.027 0.561
O 16.530 -15.301 -11.048 -0.562
C 14.038 -14.813 -10.306 -0.924
H 14.240 -17.599 -9.287 0.371
H 15.845 -16.992 -8.707 0.306
H 15.683 -18.240 -9.883 0.368
H 13.652 -14.326 -11.201 0.225
H 14.660 -14.055 -9.829 0.268
H 13.360 -15.258 -9.577 0.494
```

---

# 6
# C24H35N3O5S

C24H35N3O5S in the gas phase in a non-equilibrium geometry (wB97M-V/def2-TZVPD, OMol25).

energy relative to the best compared isomer or geometry (same formula, charge and spin): 32.3 kcal/mol

```
68
Properties=species:S:1:pos:R:3:mulliken_charge:R:1
C 5.800 1.718 -2.679 -0.964
H 6.770 2.212 -2.638 0.240
O 5.629 1.116 -1.420 -0.432
C 4.489 0.418 -1.186 1.315
C 3.455 0.244 -2.093 -0.567
C 2.329 -0.485 -1.751 -1.180
C 2.223 -1.052 -0.489 -0.147
C 3.261 -0.887 0.435 -0.047
C 4.386 -0.161 0.103 0.535
O 5.443 0.065 0.929 -0.477
C 5.392 -0.455 2.234 -0.881
H 4.542 -0.052 2.795 0.327
H 6.319 -0.142 2.711 0.241
H 5.339 -1.549 2.231 0.341
H 3.162 -1.344 1.407 0.608
C 1.043 -1.800 -0.130 0.039
N 0.055 -2.110 -0.920 -0.572
C -0.828 -2.815 -0.148 1.027
C -0.332 -2.886 1.127 0.519
O 0.866 -2.253 1.132 -0.367
C -0.870 -3.473 2.378 -1.771
H -0.180 -3.281 3.194 0.360
H -1.834 -3.022 2.607 0.286
H -1.008 -4.548 2.271 0.425
C -2.105 -3.323 -0.666 -1.352
H -2.045 -3.584 -1.718 0.464
H -2.460 -4.167 -0.077 0.441
S -3.444 -2.005 -0.517 0.247
O -3.208 -1.354 0.775 -0.457
C -2.710 -0.879 -1.794 0.242
C -3.652 0.302 -1.890 0.171
O -4.645 0.264 -2.594 -0.719
N -3.316 1.352 -1.127 -0.003
C -4.190 2.492 -0.977 -0.813
H -3.789 3.342 -1.543 0.233
C -4.323 2.868 0.496 -0.595
H -5.100 3.627 0.604 0.381
H -4.627 1.987 1.062 0.307
C -3.012 3.431 1.050 -0.846
N -1.941 2.441 1.055 0.775
C -0.629 3.057 0.931 -1.789
H -0.403 3.697 1.803 0.284
C 0.469 2.001 0.794 2.027
C 1.829 2.668 0.613 -1.870
H 2.062 3.296 1.471 0.381
H 2.608 1.918 0.511 0.266
H 1.834 3.291 -0.279 0.430
C 0.443 1.098 2.024 -1.047
C -0.948 0.498 2.179 0.668
C -2.002 1.596 2.239 -1.569
H -1.858 2.199 3.155 0.378
H -2.989 1.133 2.283 0.480
H -1.009 -0.102 3.088 0.562
H -1.175 -0.153 1.336 -0.663
H 0.690 1.689 2.911 0.531
H 1.190 0.310 1.926 -0.077
H 0.256 1.390 -0.091 -0.263
H -0.633 3.691 0.040 0.539
H -2.704 4.264 0.411 0.458
H -3.181 3.835 2.062 0.334
H -5.159 2.221 -1.405 0.465
H -2.544 1.340 -0.462 0.140
H -2.716 -1.431 -2.730 0.584
H -1.698 -0.618 -1.493 -0.246
H 1.525 -0.620 -2.457 0.523
H 3.517 0.677 -3.078 0.408
H 5.807 0.976 -3.484 0.366
H 5.023 2.464 -2.878 0.366
```

---

# 7
# CH4F2InNO5S2

A molecular structure, CH4F2InNO5S2 in a non-equilibrium geometry (wB97M-V/def2-TZVPD, OMol25).

energy relative to the best compared isomer or geometry (same formula, charge and spin): 49.5 kcal/mol
net charge: +2

```
16
Properties=species:S:1:pos:R:3:mulliken_charge:R:1
In -1.364 -1.429 1.483 1.064
N 1.326 -0.914 0.657 0.070
S 2.572 -1.407 -0.185 1.011
O 3.637 -2.121 0.464 -0.259
O 2.795 -0.658 -1.401 -0.245
F 1.782 -2.667 -0.762 -0.236
S 2.293 0.417 1.213 1.081
O 2.353 1.611 0.405 -0.297
O 3.414 0.156 2.060 -0.305
F 1.174 0.911 2.222 -0.219
C -3.312 1.355 -1.119 -0.539
O -2.678 0.178 -0.665 -0.396
H -4.020 1.104 -1.922 0.297
H -3.905 1.815 -0.315 0.321
H -2.673 2.119 -1.555 0.263
H -3.396 -0.470 -0.581 0.388
```

---

# 8
# C3H6N2S2

C3H6N2S2 in the gas phase (wB97M-V/def2-TZVPD, OMol25).

energy relative to the best compared isomer or geometry (same formula, charge and spin): 35.8 kcal/mol
SMILES string: CN(S)/C=N\C=S

```
13
Properties=species:S:1:pos:R:3:mulliken_charge:R:1
C 0.120 0.478 1.212 -0.930
N 0.919 0.227 0.011 -0.112
S 2.514 0.833 -0.071 -0.139
C 0.414 -0.414 -1.077 0.204
N -0.766 -0.874 -1.272 -0.435
C -1.978 -0.560 -0.805 -0.171
S -2.648 0.949 -0.712 -0.289
H -0.542 -0.371 1.368 0.412
H -0.495 1.359 1.072 0.284
H 0.770 0.578 2.074 0.285
H 3.146 -0.177 0.601 0.154
H 1.155 -0.590 -1.848 0.404
H -2.611 -1.438 -0.552 0.332
```